1.
ORCA calculation (ωB97M-V with the def2-TZVPD basis set) on C18H39CeNO2P2Si as an isolated structure.

CARTESIAN COORDINATES (ANGSTROEM)
1 Ce -0.028356 -0.075779 -0.258453
2 P 2.763082 -0.212694 -0.878672
3 P -2.874713 0.056854 -0.494599
4 N -0.077605 1.056485 -2.150484
5 H 1.292730 -3.037870 1.565726
6 C 3.399837 -1.714162 -1.687961
7 H 4.494544 -1.741620 -1.717968
8 H 3.002639 -1.762160 -2.710504
9 H 3.026208 -2.593570 -1.145593
10 C 3.574606 -0.170464 0.762045
11 H 4.655698 -0.335700 0.661100
12 H 3.142044 -0.950536 1.407850
13 H 3.391529 0.800327 1.247828
14 C 3.400389 1.210843 -1.830970
15 H 4.494778 1.280686 -1.792074
16 H 2.950950 2.130554 -1.425540
17 H 3.060520 1.118752 -2.872753
18 C -3.777791 -1.352289 -1.190924
19 H -4.861562 -1.238117 -1.097647
20 H -3.462979 -2.268364 -0.672057
21 H -3.507871 -1.458752 -2.249363
22 C -3.427821 0.169027 1.241174
23 H -4.522247 0.187501 1.303853
24 H -3.013456 1.070418 1.712258
25 H -3.046609 -0.692194 1.809311
26 C -3.446370 1.581329 -1.315029
27 H -4.514529 1.759409 -1.147882
28 H -3.235934 1.506303 -2.390818
29 H -2.863759 2.431785 -0.929840
30 C -0.061987 1.813552 -3.244295
31 C -0.005869 2.136231 -5.710104
32 C -0.044806 1.303411 -4.604197
33 C -0.042960 3.259870 -3.138209
34 C -0.004205 4.087186 -4.251069
35 C 0.010516 3.530868 -5.539286
36 H 0.013350 1.709514 -6.726175
37 H -0.055047 0.206530 -4.724247
38 H -0.050047 3.673157 -2.123978
39 H 0.016031 5.177538 -4.115136
40 H 0.039798 4.186724 -6.410308
41 C 0.251489 -3.150267 1.207157
42 O 0.002396 -2.145247 0.246119
43 C 0.158091 -4.535271 0.602478
44 H -0.067229 -5.262626 1.392232
45 H 1.120838 -4.818462 0.180333
46 H -0.587750 -4.604593 -0.173264
47 C -0.594881 -2.975836 2.470681
48 H -1.541394 -3.505793 2.413559
49 H -0.879772 -1.935000 2.646841
50 H -0.040971 -3.322502 3.341715
51 C -1.502093 0.088688 4.355312
52 Si 0.114662 0.538742 3.450279
53 C 0.571583 2.350063 3.689236
54 C 1.496364 -0.632308 4.015386
55 O -0.150655 0.406701 1.815476
56 H -1.405567 0.244948 5.445783
57 H -1.849321 -0.942803 4.211473
58 H -2.315241 0.745214 4.001078
59 H 0.720245 2.735960 4.705250
60 H 1.493343 2.550972 3.131796
61 H -0.222339 2.948362 3.230378
62 H 1.344154 -1.683766 3.746650
63 H 2.469922 -0.335859 3.593299
64 H 1.611422 -0.599878 5.115726

Forces on the atoms, in the same order (eV/Å):
-0.253 0.853 -2.332
-0.066 0.113 -0.088
0.322 0.116 0.157
0.070 -2.148 3.153
-0.069 0.120 -0.232
0.118 -0.154 -0.053
-0.128 -0.010 -0.031
0.112 0.054 0.242
0.105 0.234 -0.099
0.446 -0.025 -0.019
-0.153 0.088 0.218
0.144 0.189 -0.276
0.073 -0.263 -0.194
0.154 0.008 0.095
-0.183 0.022 -0.066
0.163 -0.299 -0.135
0.058 -0.001 0.321
-0.252 -0.148 -0.161
0.053 -0.051 -0.055
-0.059 0.277 -0.087
-0.096 0.044 0.226
-0.456 -0.008 0.142
0.106 0.045 0.136
-0.108 -0.206 -0.219
-0.100 0.207 -0.244
-0.214 -0.015 -0.024
0.116 0.034 -0.081
-0.028 0.003 0.295
-0.168 -0.304 -0.094
0.080 1.643 -1.852
-0.008 0.502 0.071
-0.001 -0.452 1.090
0.008 -0.813 0.094
-0.025 -0.293 -0.193
0.031 0.083 -0.150
-0.021 0.223 0.592
-0.003 0.601 0.049
-0.002 -0.082 -0.341
-0.017 -0.510 -0.116
-0.004 -0.183 0.208
0.423 0.677 0.305
0.040 -0.131 -0.110
0.378 -0.448 0.512
-0.008 0.013 -0.191
-0.010 -0.053 -0.211
-0.389 0.097 -0.174
-0.522 0.240 -0.196
-0.144 -0.354 -0.073
0.415 -0.099 -0.213
-0.126 -0.166 0.072
0.034 0.381 0.207
-0.407 -0.324 -0.416
0.031 0.006 0.213
0.279 0.235 0.261
0.322 0.358 0.738
-0.013 -0.016 -0.391
0.247 0.207 -0.025
0.274 -0.139 0.163
-0.058 -0.283 -0.101
-0.077 -0.009 0.000
0.061 -0.024 -0.006
-0.141 0.274 -0.021
-0.264 0.016 0.109
-0.085 0.047 -0.396

Computed properties:
Relative energy (zero: lowest compared OMol25 entry of this formula, charge and spin)   0.000 eV
Frontier orbital gap (spin up / spin down)   6.42 / 6.41 eV
2S+1   1
Lowest unoccupied orbital energy (spin up / spin down)   0.337 / 0.336 eV
HOMO level (spin up / spin down)   -6.079 / -6.069 eV

2.
ORCA calculation (ωB97M-V with the def2-TZVPD basis set) on a 2-piece molecular cluster, C2H8S4 overall.

CARTESIAN COORDINATES (ANGSTROEM)
1 C -0.583557 -1.162148 2.025477
2 S 1.209129 -1.088576 1.653940
3 S 1.531908 0.771368 2.633919
4 H -1.155434 -0.328645 1.641541
5 H -0.677954 -1.287421 3.105237
6 H -0.929473 -2.136049 1.668115
7 H 1.784947 1.570108 1.585666
8 C -0.347654 1.505410 -1.731284
9 S -0.688577 0.252845 -3.005475
10 S 0.032722 -1.411253 -2.063750
11 H 0.670993 1.880809 -1.777518
12 H -0.538289 1.017362 -0.780994
13 H -1.081889 2.291295 -1.890509
14 H 0.773130 -1.875105 -3.064365

Forces on the atoms, in the same order (eV/Å):
0.590 -1.214 0.498
-0.530 1.365 0.519
0.221 -0.799 -0.198
0.018 0.043 -0.123
-0.099 0.548 -0.011
-0.082 0.237 -0.511
-0.119 -0.160 -0.173
-0.023 -0.452 -0.204
-0.274 0.420 -0.195
-0.164 -0.386 0.347
-0.006 0.026 -0.008
0.035 0.231 0.219
0.082 0.114 0.038
0.352 0.027 -0.198

Computed properties:
Relative energy (zero: lowest compared OMol25 entry of this formula, charge and spin)   0.389 eV
Frontier orbital gap   8.81 eV
SMILES   CSS.CSS
2S+1   1
Lowest unoccupied orbital energy   0.304 eV
HOMO level   -8.504 eV